# 1
Molecular formula: C10H30BeO10
Method: DFT, ωB97M-V/def2-TZVPD

Results
* HOMO: -0.5343 Eh
* net charge: +2
* relative energy (zero: lowest compared OMol25 entry of this formula, charge and spin): 952.2 kJ/mol
* lowest unoccupied orbital energy: -12.196 eV

Geometry as XYZ:
```
51
Properties=species:S:1:pos:R:3:forces:R:3
Be -14.922400 16.148380 -12.989360 0.00 -0.11 0.10
C -17.911730 14.447480 -16.466890 0.84 -1.82 -0.63
C -17.221560 13.185630 -15.844220 -0.76 0.84 -1.56
O -15.853820 13.414110 -15.582280 0.31 0.51 0.55
O -17.876690 15.516630 -15.617890 -0.17 1.62 2.31
H -18.941430 14.180800 -16.704980 -0.08 -0.19 -0.19
H -17.396540 14.835580 -17.345570 0.13 -1.01 -0.69
H -17.286400 12.406750 -16.603980 -0.28 -0.11 -0.01
H -17.790550 12.851090 -14.976800 0.16 0.12 0.28
H -15.350930 12.659260 -15.896750 0.05 -0.02 0.07
H -18.504420 16.158210 -15.958380 0.00 0.28 0.18
C -10.273610 17.785940 -13.160140 1.62 -0.01 -0.52
C -10.094220 16.286440 -12.930550 -0.82 0.44 0.77
O -11.108650 15.570330 -13.605820 -0.54 -0.24 -0.83
O -11.475250 18.295370 -12.668120 -0.99 -0.17 0.67
H -10.191990 18.120150 -14.194420 0.08 -0.74 -0.52
H -9.419910 18.284500 -12.701080 0.11 -0.03 0.46
H -10.285330 16.066360 -11.880250 0.24 0.41 0.42
H -9.081420 15.922870 -13.104220 -0.04 0.22 -0.56
H -10.768780 14.759050 -13.990410 0.13 -0.04 0.02
H -11.332010 19.234090 -12.527110 -0.20 0.10 0.11
C -15.526360 19.016180 -9.130640 -0.09 0.20 -0.57
C -16.855010 19.206320 -9.939740 0.02 -1.08 0.64
O -16.765980 19.010760 -11.354800 0.38 0.23 0.50
O -15.014870 17.697150 -9.258510 -0.05 0.49 -0.16
H -15.680720 19.290300 -8.087020 -0.51 -0.26 0.07
H -14.763590 19.731460 -9.438290 0.07 -0.10 -0.59
H -17.330310 20.118240 -9.578370 0.17 0.38 -0.66
H -17.519580 18.398330 -9.633790 0.04 -0.12 0.36
H -17.028650 19.808610 -11.819590 0.11 0.25 -0.02
H -15.211320 17.241310 -8.436790 0.00 -0.31 0.05
C -14.204370 19.353520 -17.276350 -0.46 -0.72 -1.01
C -13.045650 20.333650 -17.326930 -1.90 1.38 1.51
O -12.141200 20.081030 -18.272360 2.13 -1.04 -1.23
O -13.824270 18.053470 -16.880760 0.02 0.17 0.77
H -14.597200 19.236690 -18.286370 -0.27 0.51 -0.10
H -14.970230 19.780030 -16.628550 0.05 -0.27 0.19
H -12.673410 20.449560 -16.309060 0.39 -0.01 0.02
H -13.520770 21.267130 -17.628580 -0.48 0.42 0.35
H -11.277010 20.043570 -17.855990 0.31 -0.17 -0.37
H -13.535870 17.616080 -17.685200 0.18 -0.31 -0.02
C -17.043360 12.499030 -10.135440 0.33 0.03 1.04
C -15.844410 11.683240 -10.653380 -0.98 0.36 -1.02
O -14.770170 12.586360 -10.995250 -0.50 -0.55 0.73
O -17.312880 13.644850 -10.905160 0.49 0.41 -0.98
H -16.766950 12.825390 -9.132850 0.37 0.25 0.27
H -17.968990 11.968530 -9.912120 0.17 -0.70 -0.61
H -16.066380 11.114540 -11.556380 -0.52 0.17 -0.37
H -15.603660 10.873950 -9.964050 0.42 0.47 0.59
H -14.006230 12.010570 -11.075570 0.39 0.13 -0.07
H -18.244850 13.874730 -10.918440 -0.08 -0.27 0.21
```
Forces are in eV/Å.


# 2
Molecular formula: C2H3N3O
Method: DFT, ωB97M-V/def2-TZVPD

Results
* HOMO: -0.3322 Eh
* net charge: 0
* relative energy (zero: lowest compared OMol25 entry of this formula, charge and spin): 389.8 kJ/mol
* lowest unoccupied orbital energy: -0.219 eV

Geometry as XYZ:
```
9
Properties=species:S:1:pos:R:3:forces:R:3
C 0.207225 1.036721 -0.233918 -0.03 0.06 0.04
C 0.036338 -0.411521 0.120242 -0.04 -0.02 0.18
N -0.372751 -1.018394 1.317989 -0.68 0.21 -0.24
O -0.948115 -0.281892 2.098819 0.64 0.16 -0.01
N 0.153830 -2.210432 -1.529015 0.17 1.13 0.84
N 0.145512 -1.354229 -0.793297 0.12 -1.21 -0.99
H 0.420795 1.148920 -1.301211 -0.07 -0.09 0.17
H -0.688719 1.616608 0.001814 0.05 -0.15 0.02
H 1.045886 1.474219 0.318575 -0.15 -0.11 -0.02
```
Forces are in eV/Å.


no.,HOMO-LUMO gap (eV)
1,2.34
2,8.82